No. 1
Formula: C30H44CrN8O6S
Source: the OMol25 dataset
Level of theory: ωB97M-V with the def2-TZVPD basis set

```
! wB97M-V def2-TZVPD RIJCOSX def2/J DEFGRID3
* xyz 2 5
Cr -0.396 -0.042 0.084
S 2.604 -3.097 -4.331
O -1.609 2.477 0.548
O 2.632 -3.820 -3.091
O 0.925 -6.101 -2.602
O 1.156 -5.407 -0.577
O -0.422 -1.575 1.406
O 2.331 -1.677 -4.194
N 0.852 -5.260 -1.737
N -0.703 3.174 -2.743
N -0.309 -1.852 -1.852
N -2.534 -0.167 0.138
N -0.555 1.548 -1.221
N -2.020 -1.366 2.980
N 0.430 1.189 -3.319
N -0.071 -3.518 -3.294
C -0.978 -1.404 -4.218
C 2.297 2.444 -0.762
C 0.335 -3.976 -2.062
C 1.584 1.889 1.479
C -2.443 -0.037 2.568
C 4.156 -3.417 -5.241
C 1.223 -3.742 -5.391
C 2.405 1.089 -1.038
C 1.824 2.824 0.495
C -0.234 1.955 -2.461
C -5.316 -0.237 0.110
C 1.447 -0.079 3.713
C 0.037 -4.221 -4.553
C 2.087 0.123 -0.077
C -3.229 -0.099 1.281
C -3.212 -0.268 -1.008
C -1.038 -2.044 2.376
C -1.373 3.708 -1.580
C -4.593 -0.308 -1.072
C 2.724 3.494 -1.742
C -1.225 2.562 -0.598
C -0.569 3.935 -3.957
C -0.449 -2.233 -3.114
C 2.099 -0.433 2.377
C -0.717 -3.392 2.946
C 0.180 -2.928 -1.191
C 3.628 -0.386 2.530
C 1.770 0.516 1.242
C -4.615 -0.127 1.301
C 5.145 -4.099 -4.321
H -5.139 -0.060 2.241
H -0.899 4.621 -1.210
H -0.897 -4.096 -5.109
H 3.879 -4.064 -6.068
H -1.480 4.512 -4.109
H 4.517 -2.464 -5.614
H -0.434 3.281 -4.817
H 1.715 3.874 0.721
H 0.379 0.109 3.611
H -1.755 -1.944 -4.755
H -3.051 0.392 3.362
H 3.622 3.989 -1.373
H 0.819 1.572 -4.164
H 0.407 -2.918 -0.145
H -0.708 -3.363 4.033
H 3.941 0.624 2.786
H 5.984 -4.486 -4.891
H -2.515 -1.810 3.738
H 0.249 -3.735 2.586
H 0.790 0.300 -2.998
H -1.395 -0.481 -3.830
H 2.352 -0.912 -0.276
H -0.177 -1.163 -4.914
H 2.807 0.762 -1.987
H -1.566 0.603 2.403
H 1.961 4.264 -1.853
H 1.821 -1.452 2.086
H 2.955 3.067 -2.715
H 1.336 2.229 2.472
H -6.393 -0.276 0.106
H -1.467 -4.119 2.636
H -5.088 -0.388 -2.026
H 5.521 -3.410 -3.570
H -2.424 3.931 -1.786
H 1.918 0.802 4.143
H 0.973 -2.913 -6.047
H 0.165 -5.279 -4.316
H -2.606 -0.335 -1.900
H 4.666 -4.928 -3.809
H 3.942 -1.059 3.323
H 0.272 4.629 -3.892
H 1.586 -0.895 4.417
H 1.606 -4.565 -5.986
H 4.123 -0.678 1.608
*
```

ΔE to the lowest compared entry with this formula, charge and spin: 0.6847 eV
E_tot: -3501.28755 a.u.
molar mass: 696.79 g mol⁻¹
gap between HOMO and LUMO (spin up / spin down): 9.220 / 9.188 eV


No. 2
Formula: C30H44IrN6OTe
Source: the OMol25 dataset
Level of theory: ωB97M-V with the def2-TZVPD basis set

```
! wB97M-V def2-TZVPD RIJCOSX def2/J DEFGRID3
* xyz 4 2
Ir -0.250 -0.119 0.529
Te 0.534 1.734 -3.097
O -2.217 -0.250 0.216
N -4.322 -0.348 1.061
N -0.290 1.994 0.450
N -0.371 -2.118 1.126
N 1.147 -0.006 2.012
N 1.349 -1.007 -0.432
N -3.963 -0.414 -1.236
C -5.408 -0.530 -1.534
C -5.783 -0.516 0.894
C 1.025 -1.035 -4.379
C 0.816 4.121 0.424
C -0.287 3.928 -7.274
C 0.634 -0.936 3.075
C 0.318 -2.291 2.461
C 3.765 -1.017 -3.830
C -0.396 4.810 0.578
C 0.827 2.750 0.360
C 0.390 4.006 -4.977
C -6.225 0.083 -0.421
C 0.092 -3.073 0.061
C -0.592 2.561 -7.172
C -1.547 4.023 0.635
C 1.608 0.029 -3.690
C -3.506 -0.336 0.012
C 2.552 -0.249 1.543
C -3.089 -0.465 -2.398
C 2.975 0.046 -3.405
C 3.194 -2.074 -4.526
C -0.393 1.901 -5.988
C 0.787 -2.259 -1.030
C 1.829 -2.084 -4.801
C 2.537 -1.283 0.448
C 0.106 2.624 -4.885
C -3.863 -0.256 2.444
C -1.463 2.650 0.565
C -0.437 6.295 0.691
C 0.213 4.641 -6.181
H 1.579 -2.810 -1.542
H -1.452 6.680 0.640
H -1.367 -2.266 1.274
H 2.909 0.699 1.142
H -3.225 -1.414 -2.921
H -7.282 -0.120 -0.584
H -2.520 4.483 0.744
H 2.460 -2.300 0.820
H -4.362 0.578 2.936
H -3.348 0.344 -3.081
H 1.670 -0.451 -1.230
H 0.068 -1.938 -1.784
H -5.579 -0.019 -2.480
H 1.762 2.221 0.229
H -2.049 -0.362 -2.103
H -2.354 2.042 0.621
H 3.817 -2.890 -4.870
H 0.462 5.688 -6.280
H 3.199 -0.514 2.380
H 0.731 -3.835 0.504
H -0.036 -1.051 -4.598
H -6.261 -0.024 1.739
H -2.791 -0.091 2.491
H 1.395 -2.905 -5.356
H 1.218 -2.884 2.322
H -4.118 -1.171 2.981
H -5.653 -1.585 -1.676
H -0.004 6.598 1.649
H 1.369 -1.029 3.877
H 0.167 6.762 -0.088
H 4.831 -1.000 -3.644
H -0.258 -0.469 3.494
H 3.447 -1.232 -0.152
H -6.096 1.167 -0.405
H -0.770 -3.589 -0.360
H -0.980 2.028 -8.029
H 1.752 4.661 0.358
H 0.766 4.561 -4.126
H -0.327 -2.863 3.128
H -0.618 0.846 -5.917
H -6.021 -1.581 0.949
H 3.438 0.894 -2.911
H -0.447 4.439 -8.215
H 1.149 0.937 2.403
*
```

ΔE to the lowest compared entry with this formula, charge and spin: 1.4942 eV
E_tot: -1944.27314 a.u.
molar mass: 824.54 g mol⁻¹
gap between HOMO and LUMO (spin up / spin down): 7.141 / 5.676 eV


No. 3
Formula: C30H44IrN6OTe
Source: the OMol25 dataset
Level of theory: ωB97M-V with the def2-TZVPD basis set

```
! wB97M-V def2-TZVPD RIJCOSX def2/J DEFGRID3
* xyz 4 2
Ir 0.162 0.138 -0.244
Te 2.013 -2.646 -1.660
O -2.105 1.016 -0.502
N -3.813 2.042 -1.607
N 2.131 -0.255 0.905
N -3.945 -0.214 -1.085
N -0.500 -0.324 1.871
N 0.599 2.051 0.916
N -0.113 0.151 -2.369
C 0.328 1.253 -3.013
C -5.288 -0.332 -1.648
C 4.179 0.138 -4.143
C -1.034 0.952 2.388
C -5.164 2.059 -2.157
C 3.474 -4.982 -2.862
C 1.786 -1.306 1.880
C 2.726 0.969 1.490
C 1.290 -4.647 -3.904
C -0.738 -0.792 -3.095
C 3.325 -0.840 -3.660
C -0.930 -0.680 -4.453
C 5.502 -0.010 -2.129
C 3.647 -6.124 -3.623
C -0.457 0.446 -5.140
C -3.097 3.301 -1.602
C -3.395 -1.404 -0.471
C -6.025 0.986 -1.522
C 2.284 -4.253 -3.008
C -0.007 2.051 2.268
C 4.637 -0.968 -1.622
C -3.250 0.947 -1.047
C 0.185 1.423 -4.370
C 0.568 -0.930 2.707
C -0.634 0.599 -6.605
C 2.062 2.202 0.908
C 1.503 -5.763 -4.690
C 5.272 0.544 -3.385
C 2.681 -6.503 -4.552
C 3.545 -1.368 -2.387
H 0.565 2.320 -4.840
H 0.847 -0.232 3.495
H -1.915 1.205 1.797
H 2.369 3.082 1.483
H -0.722 1.648 -6.883
H 4.004 0.569 -5.119
H -2.062 3.134 -1.322
H 0.379 -4.075 -4.015
H -5.591 3.050 -2.005
H 6.365 0.299 -1.555
H -6.208 1.219 -0.471
H -3.552 3.999 -0.893
H -1.460 -1.458 -4.984
H -3.730 -1.495 0.568
H -1.339 0.860 3.434
H 0.244 0.205 -7.124
H -1.112 -1.658 -2.559
H 2.812 -0.654 0.260
H 1.592 -2.224 1.321
H -5.215 -0.626 -2.701
H -3.742 -2.287 -1.006
H -0.485 3.009 2.480
H -5.820 -1.125 -1.123
H -1.282 -0.975 1.822
H 4.224 -4.698 -2.135
H -6.989 0.931 -2.024
H 4.850 -1.432 -0.664
H -1.496 0.042 -6.962
H 0.782 1.916 3.006
H 4.535 -6.723 -3.480
H -3.155 3.769 -2.586
H 2.847 -7.369 -5.179
H 3.796 1.025 1.286
H 0.203 -1.831 3.200
H 2.389 2.343 -0.124
H 0.173 2.788 0.355
H 2.618 0.940 2.573
H 5.966 1.269 -3.790
H 0.762 -6.051 -5.423
H -5.110 1.903 -3.241
H 2.490 -1.187 -4.257
H -2.303 -1.366 -0.483
H 2.618 -1.512 2.560
H 0.808 2.017 -2.416
*
```

ΔE to the lowest compared entry with this formula, charge and spin: 4.2683 eV
E_tot: -1944.17120 a.u.
molar mass: 824.54 g mol⁻¹
gap between HOMO and LUMO (spin up / spin down): 4.627 / 4.335 eV


No. 4
Formula: C30H45BClN4O10P
Source: the OMol25 dataset
Level of theory: ωB97M-V with the def2-TZVPD basis set

```
! wB97M-V def2-TZVPD RIJCOSX def2/J DEFGRID3
* xyz 0 1
Cl -3.216 4.289 -6.234
P -1.414 3.194 -5.913
O -1.095 -8.338 0.690
O 2.582 -0.756 5.301
O 3.574 8.506 0.183
O 0.972 5.200 1.046
O -0.183 3.758 -7.000
O 1.062 7.883 0.251
O 1.768 10.223 -0.169
O 0.366 8.212 -2.670
O -1.201 -4.887 -2.229
O 2.059 2.540 2.249
N -2.991 -7.360 -1.433
N -2.489 0.900 -3.143
N 3.304 2.161 5.122
N 1.125 6.893 -0.671
C -2.661 -0.525 -3.250
C 0.767 5.518 -0.169
C 0.127 0.192 -3.363
C -1.072 1.138 -3.189
C -0.117 -1.351 -3.482
C -1.681 -5.907 -3.101
C -0.199 3.169 -1.569
C -2.121 -8.536 -1.516
C -1.809 -7.732 1.755
C 2.616 0.157 6.401
C 0.201 4.678 -1.408
C -0.426 5.299 -4.022
C -2.082 -1.579 -0.068
C -0.687 2.719 -3.023
C -2.639 1.292 0.179
C -0.470 -5.360 -1.107
C 2.901 3.388 4.430
C -1.397 2.200 0.665
C -3.006 -6.547 -2.651
C 0.092 5.722 -2.587
C -1.910 -9.171 -0.139
C 1.911 1.135 2.393
C 1.746 3.293 3.418
C -0.794 3.761 -4.204
C 3.865 -1.206 4.902
C -2.292 -0.276 0.051
C -0.110 2.166 -0.321
C 2.247 1.573 5.950
C -1.645 -1.677 -3.388
C 0.543 7.145 -2.003
B 2.161 8.831 0.113
H 3.594 1.483 4.425
H 4.451 -1.555 5.757
H -3.500 1.358 0.965
H -0.896 -6.647 -3.300
H -1.134 -8.274 -1.910
H -1.143 1.873 1.755
H 3.934 8.655 -0.735
H 1.303 1.507 5.402
H 2.658 4.152 5.179
H -3.074 1.754 -0.787
H -0.008 1.055 -0.668
H 1.199 0.607 -3.406
H -2.684 -6.774 -0.664
H -2.407 -8.464 2.304
H 4.413 -0.418 4.376
H 2.091 2.203 6.831
H 3.734 -2.041 4.210
H -0.524 6.090 -4.860
H 3.577 0.137 6.926
H 0.098 -6.266 -1.330
H -3.409 -7.151 -3.473
H -2.454 -6.927 1.388
H 0.737 -2.105 -3.602
H 0.811 2.939 3.869
H 1.099 0.868 3.074
H 0.815 2.358 0.349
H 3.787 3.745 3.893
H -3.779 -0.857 -3.199
H -2.575 -9.271 -2.186
H -1.084 -7.291 2.443
H -1.871 -5.411 -4.058
H -1.145 -5.527 -0.265
H -1.354 -10.106 -0.275
H 0.444 4.323 -6.465
H 2.852 0.692 2.726
H 1.851 -0.186 7.107
H 1.999 10.316 -1.137
H -3.724 -5.738 -2.474
H -2.862 -9.426 0.339
H 1.688 0.712 1.410
H -1.803 3.290 0.754
H 1.540 4.308 3.068
H 0.233 -4.579 -0.804
H -2.005 -2.769 -3.456
H -1.753 -2.569 -0.576
*
```

E_tot: -2967.51010 a.u.
molar mass: 698.95 g mol⁻¹
structure (SMILES): C#CCCCc1c2c(cc(P(O)Cl)c1-c1ccccn1)C(=O)N(OB(O)O)C2=O.COCCNCCOC.COCCNCCOC
gap between HOMO and LUMO: 7.134 eV


No. 5
Formula: C30H45BN9O2Pt
Source: the OMol25 dataset
Level of theory: ωB97M-V with the def2-TZVPD basis set

```
! wB97M-V def2-TZVPD RIJCOSX def2/J DEFGRID3
* xyz -1 3
Pt -0.380 -0.248 -0.088
O -3.208 -1.144 -1.491
O -2.136 1.812 1.816
N -0.388 -3.402 -0.507
N 0.641 0.824 2.577
N -0.062 1.892 -0.337
N -0.073 -0.247 2.154
N -2.600 0.284 0.184
N 2.516 0.831 0.863
N -4.866 -0.272 -0.238
N 2.157 0.023 -0.164
N 0.624 2.504 0.650
C 4.370 -0.090 0.119
C -1.366 2.568 -2.384
C 2.128 -1.209 -2.761
C 0.557 0.941 3.911
C -3.501 -0.411 -0.554
C -0.603 -0.826 3.235
C 0.489 3.836 0.545
C 4.565 1.542 2.120
C 1.202 2.031 4.701
C -2.963 1.156 1.188
C 3.269 -1.510 -1.787
C -0.839 3.545 -3.447
C -1.147 1.146 -2.902
C -4.394 1.272 1.480
C -2.862 2.833 -2.176
C 3.123 -2.937 -1.243
C 3.850 0.776 1.056
C -0.419 -3.285 2.987
C -0.609 2.832 -1.100
C -5.271 0.553 0.769
C 3.264 -0.534 -0.632
C 1.109 4.804 1.496
C -1.386 -2.126 3.267
C 4.600 -1.394 -2.537
C -2.555 -2.156 2.280
C -1.968 -2.320 4.673
C -0.292 4.091 -0.563
C -5.805 -1.061 -1.011
C -0.221 -0.096 4.371
C -0.421 -2.255 -0.357
B 1.492 1.696 1.634
H 0.957 1.897 5.754
H -3.401 2.692 -3.116
H 3.160 -3.657 -2.065
H -0.949 -4.238 3.071
H -2.610 -1.484 4.958
H -6.339 0.589 0.943
H 2.097 2.478 2.308
H -0.486 -0.285 5.396
H 2.197 4.727 1.499
H 4.754 -0.381 -2.914
H 0.231 3.401 -3.608
H -0.578 5.060 -0.936
H 0.760 4.632 2.515
H -3.084 -3.108 2.384
H -5.670 -0.873 -2.075
H -3.276 2.154 -1.432
H -1.617 0.387 -2.273
H -1.181 -2.428 5.423
H -1.358 3.372 -4.393
H -0.082 0.923 -2.991
H -5.648 -2.126 -0.842
H 5.409 -0.349 -0.005
H -1.599 1.051 -3.894
H 4.603 -2.083 -3.386
H 5.632 1.328 2.060
H -1.003 4.584 -3.156
H -2.569 -3.232 4.687
H -2.221 -2.075 1.251
H 0.846 3.013 4.389
H 1.156 -1.351 -2.292
H -3.256 -1.344 2.488
H -0.005 -3.222 1.984
H 0.399 -3.277 3.712
H -3.030 3.856 -1.831
H 2.170 -3.064 -0.730
H 5.446 -1.653 -1.897
H -4.706 1.935 2.272
H 2.190 -1.885 -3.617
H 3.934 -3.166 -0.547
H -6.816 -0.787 -0.713
H 2.288 2.026 4.597
H 2.193 -0.180 -3.124
H 4.421 2.618 2.010
H 0.834 5.818 1.206
H 4.217 1.264 3.116
*
```

ΔE to the lowest compared entry with this formula, charge and spin: 0.0000 eV
E_tot: -1957.83227 a.u.
molar mass: 769.64 g mol⁻¹
gap between HOMO and LUMO (spin up / spin down): 6.593 / 8.240 eV